# 1
# C7H23NO7

A cluster of 8 separate species, C7H23NO7 in total at a distorted geometry (wB97M-V/def2-TZVPD, the Open Molecules 2025 dataset).

Results
* E_LUMO: 0.0074 hartree
* charge: 0
* HOMO-LUMO gap: 0.29792 Ha
* spin multiplicity: 1
* energy above the lowest of the compared OMol25 structures with the same formula, charge and spin: 292.5 kJ/mol
* highest occupied orbital energy: -0.291 hartree

Last column: natural (NBO) charge in e.
Geometry (Å):
C (-1.83175, 1.81218, 2.33724)  -0.27
C (-1.88368, 0.41456, 2.48250)  -0.14
N (-1.31283, -0.11770, 1.30769)  -0.54
C (-0.54940, 0.89676, 0.70475)  0.11
C (-0.91193, 2.09965, 1.32156)  -0.28
C (1.80739, 1.18854, -2.34740)  -0.65
C (1.21190, 1.35470, -0.94924)  -0.08
C (0.10915, 0.59436, -0.56372)  -0.30
H (-1.96349, 2.40190, 3.17864)  0.22
H (-2.64918, -0.13788, 2.93398)  0.21
H (-1.15777, -1.16229, 1.21268)  0.45
H (-0.70063, 3.04130, 1.05197)  0.22
H (1.14625, 0.45466, -3.00174)  0.19
H (2.70576, 0.61999, -2.40587)  0.23
H (2.02972, 2.10345, -2.79293)  0.22
H (1.64185, 2.20965, -0.36509)  0.22
H (-0.33909, -0.22169, -1.08191)  0.19
H (0.29436, -2.55105, -1.10303)  0.47
H (0.78582, -3.48050, 0.03654)  0.48
O (0.05234, -2.91176, -0.20180)  -0.96
H (-1.54720, 1.97635, -2.78516)  0.49
H (-1.89975, 3.49888, -2.16393)  0.49
O (-1.31104, 2.76896, -2.28533)  -0.98
H (1.92043, 0.07459, 1.51372)  0.47
H (2.90012, 1.06184, 1.88379)  0.47
O (2.67222, 0.52402, 1.14782)  -0.93
H (2.38459, -1.57501, -0.37678)  0.49
H (3.22166, -2.83024, -0.24389)  0.49
O (2.61173, -2.37765, -0.85591)  -0.97
H (-0.49363, 0.04222, 3.73433)  0.47
H (-1.01877, -1.30739, 4.04176)  0.46
O (-0.38751, -0.67299, 4.36678)  -0.93
H (-3.27106, -1.06910, -0.08173)  0.48
H (-2.95722, -2.15082, -1.24872)  0.48
O (-3.43089, -1.92050, -0.45084)  -0.96
H (1.15269, -2.10694, -2.31935)  0.47
H (0.32363, -0.85602, -2.63164)  0.46
O (0.64521, -1.68904, -2.99976)  -0.92



# 2
# C7H24BClCoO5

A structure of composition C7H24BClCoO5 at a distorted geometry (wB97M-V/def2-TZVPD, the Open Molecules 2025 dataset).

Results
* E_LUMO (alpha / beta): -0.0968 / -0.1066 hartree
* charge: 0
* HOMO-LUMO gap (alpha / beta): 0.25699 / 0.24720 Ha
* spin multiplicity: 4
* ⟨S²⟩: 3.76
* highest occupied orbital energy (alpha / beta): -0.354 / -0.354 hartree

Last column: natural (NBO) charge in e.
Geometry (Å):
Co (-4.82959, -9.76205, -2.72589)  1.45
B (-3.73398, -11.81357, -2.84316)  -0.65
H (-4.33257, -12.79153, -2.75605)  0.03
H (-2.64444, -12.12116, -3.02748)  0.07
H (-4.11016, -11.20714, -3.78164)  -0.03
H (-3.89532, -11.07662, -1.96578)  -0.12
Cl (-3.37957, -8.58756, -4.24102)  -0.72
C (0.32722, -9.79882, -3.47168)  -0.10
C (0.43294, -8.31428, -3.75178)  -0.10
O (-0.16941, -7.97381, -4.99175)  -0.72
O (0.97853, -10.65282, -4.41230)  -0.72
H (-0.71987, -10.10738, -3.61100)  0.16
H (0.55390, -10.04994, -2.43586)  0.18
H (1.50792, -8.11174, -3.78394)  0.18
H (0.02739, -7.75004, -2.90791)  0.17
H (-1.10756, -7.89304, -4.77181)  0.48
H (0.75082, -10.30487, -5.28300)  0.47
C (-4.61882, -7.91615, -7.83035)  -0.10
C (-6.00622, -8.20784, -8.23229)  -0.09
O (-6.20426, -9.24803, -9.17102)  -0.71
O (-4.11682, -9.14136, -7.22288)  -0.76
H (-4.56023, -7.08909, -7.11657)  0.16
H (-3.95852, -7.66033, -8.66407)  0.18
H (-6.43192, -7.32059, -8.72346)  0.17
H (-6.65114, -8.42940, -7.37181)  0.16
H (-5.76258, -10.02334, -8.79546)  0.47
H (-4.00112, -8.88459, -6.29311)  0.48
C (-5.31245, -4.37306, -4.47564)  -0.64
C (-6.47961, -5.16679, -3.89046)  0.09
C (-7.76820, -4.73932, -4.53368)  -0.64
O (-6.26398, -6.54081, -4.32738)  -0.76
H (-5.16662, -4.60487, -5.52881)  0.22
H (-4.38214, -4.46581, -3.91518)  0.22
H (-5.61686, -3.32361, -4.41209)  0.22
H (-6.56426, -5.20985, -2.80490)  0.17
H (-8.29996, -3.89914, -4.07861)  0.22
H (-8.53555, -5.51051, -4.38354)  0.22
H (-7.78645, -4.62507, -5.61765)  0.22
H (-5.37270, -6.65249, -4.67031)  0.48



# 3
# C7H24InN12O9

A structure of composition C7H24InN12O9 at a distorted geometry (wB97M-V/def2-TZVPD, the Open Molecules 2025 dataset).

Results
* E_LUMO: -0.3221 hartree
* charge: +1
* HOMO-LUMO gap: 0.08889 Ha
* spin multiplicity: 1
* energy above the lowest of the compared OMol25 structures with the same formula, charge and spin: 828.4 kJ/mol
* highest occupied orbital energy: -0.411 hartree

Last column: natural (NBO) charge in e.
Geometry (Å):
In (-7.21977, -2.21224, 1.72368)  1.00
C (-1.82057, -0.73418, 0.68407)  0.87
O (-1.09970, 0.23293, 0.46469)  -0.35
O (-2.53538, -1.35125, -0.07370)  -0.29
O (-2.18047, -0.92167, 1.80198)  -0.23
C (-2.85999, -7.68691, -0.22279)  0.74
O (-4.02420, -7.23067, -0.06601)  -0.72
N (-1.93095, -6.99631, -0.75487)  -0.82
N (-2.44213, -8.86580, 0.00067)  -0.82
H (-2.21257, -6.07145, -1.04710)  0.41
H (-1.03323, -7.38259, -0.49992)  0.40
H (-3.26078, -9.37142, 0.30767)  0.41
H (-1.80762, -9.23383, -0.69363)  0.40
C (1.16922, 1.19913, 6.40992)  0.72
O (1.67716, 1.55963, 7.43190)  -0.66
N (0.87748, 1.96131, 5.45971)  -0.81
N (0.64246, 0.02174, 6.32458)  -0.82
H (1.32461, 2.86695, 5.46118)  0.42
H (0.23951, 1.65222, 4.74030)  0.37
H (0.14468, -0.24164, 5.48617)  0.36
H (0.91675, -0.66937, 7.00813)  0.42
C (2.63626, 4.96597, -4.57737)  0.76
O (3.08358, 4.02392, -5.30031)  -0.67
N (2.42721, 4.94084, -3.30358)  -0.81
N (2.33358, 6.18749, -5.07541)  -0.86
H (2.13539, 4.05316, -2.92023)  0.40
H (2.05352, 5.77516, -2.87419)  0.38
H (2.01554, 7.05449, -4.66642)  0.39
H (2.52174, 6.28740, -6.06269)  0.40
C (4.78681, -1.39504, 0.64910)  0.75
O (5.88514, -1.78013, 0.40134)  -0.66
N (3.72787, -1.85386, -0.02165)  -0.86
N (4.58267, -0.47669, 1.55945)  -0.83
H (2.88207, -1.30846, 0.06352)  0.37
H (3.97176, -2.55159, -0.70997)  0.42
H (3.59789, -0.27944, 1.66622)  0.37
H (5.36371, -0.26247, 2.16293)  0.43
C (-3.19443, 5.15077, 2.50517)  0.73
O (-3.80023, 6.16916, 2.87044)  -0.67
N (-2.14539, 5.11158, 1.77786)  -0.81
N (-3.54424, 3.99472, 2.98166)  -0.83
H (-1.73039, 4.25296, 1.44520)  0.38
H (-1.76330, 5.96362, 1.39301)  0.41
H (-2.91307, 3.20845, 3.04079)  0.37
H (-4.32943, 3.99529, 3.61694)  0.41
C (-0.23851, -1.48519, -5.61886)  0.75
O (-0.02289, -1.37683, -6.80874)  -0.64
N (0.38028, -0.78534, -4.65518)  -0.84
N (-1.19211, -2.19047, -5.09323)  -0.82
H (1.13424, -0.16276, -4.90824)  0.42
H (0.03870, -0.92747, -3.71539)  0.36
H (-1.86602, -2.67754, -5.66654)  0.41
H (-1.38244, -2.14630, -4.10231)  0.36



# 4
# C7H25BFNOP2Yb

A structure of composition C7H25BFNOP2Yb at a distorted geometry (wB97M-V/def2-TZVPD, the Open Molecules 2025 dataset).

Results
* E_LUMO (alpha / beta): -0.2447 / -0.2473 hartree
* charge: +2
* HOMO-LUMO gap (alpha / beta): 0.14383 / 0.29386 Ha
* spin multiplicity: 3
* ⟨S²⟩: 2.00
* energy above the lowest of the compared OMol25 structures with the same formula, charge and spin: 382.1 kJ/mol
* highest occupied orbital energy (alpha / beta): -0.388 / -0.541 hartree

Last column: natural (NBO) charge in e.
Geometry (Å):
Yb (0.79524, -1.01999, 0.30030)  1.42
H (-0.57458, 2.42378, -1.86653)  0.10
H (-0.38024, -2.66658, 0.33666)  -0.10
P (0.07475, -3.96782, 0.47679)  1.34
P (-0.03397, 3.76202, -0.39793)  1.28
C (1.52581, 2.99245, 0.00944)  -1.00
H (2.26834, 3.76949, 0.23270)  0.26
H (1.45606, 2.27433, 0.84554)  0.30
H (1.87591, 2.45178, -0.87343)  0.26
C (0.29699, 5.48702, -0.74342)  -0.98
H (-0.48459, 6.12054, -0.30734)  0.27
H (1.26747, 5.75489, -0.31168)  0.27
H (0.32037, 5.62131, -1.83158)  0.27
C (-1.21133, 3.64916, 0.95888)  -0.98
H (-0.81516, 3.02677, 1.77258)  0.26
H (-1.41487, 4.65909, 1.34190)  0.27
H (-2.15258, 3.20757, 0.59892)  0.25
C (1.05609, -4.30528, -0.99020)  -0.98
H (1.13003, -5.40283, -1.10229)  0.31
H (0.53666, -3.87498, -1.86715)  0.29
H (2.06793, -3.85504, -0.90934)  0.28
C (1.11287, -3.94330, 1.97034)  -0.98
H (0.59175, -3.46799, 2.81789)  0.30
H (1.33586, -4.98105, 2.27208)  0.32
H (2.08143, -3.42496, 1.83998)  0.29
C (-1.50911, -4.80271, 0.56151)  -0.95
H (-1.88944, -4.91528, -0.46838)  0.30
H (-1.43871, -5.77447, 1.06438)  0.30
H (-2.20791, -4.13374, 1.09489)  0.29
C (-1.16131, -0.51348, 1.89556)  0.46
O (-1.86968, 0.16407, 2.49610)  -0.38
H (-1.39756, -0.83224, -1.89983)  0.38
H (-1.99066, 0.43726, -0.99747)  0.40
H (0.05106, 0.81059, -3.14697)  -0.02
H (0.97557, 0.82928, -1.29883)  -0.12
B (-0.06464, 0.78688, -1.94817)  -0.01
N (-1.14764, 0.02066, -1.40194)  -1.16
H (-0.73966, 3.22782, -1.88283)  -0.06
F (1.66346, 0.40497, 1.35889)  -0.79